Entry 1:
The following is a DFT calculation (the ωB97M-V functional and the def2-TZVPD basis) of a structure of composition C4H7NO3 in a non-equilibrium geometry.

```
15
Properties=species:S:1:pos:R:3:forces:R:3:mulliken_charge:R:1
O -0.274 -0.877 -2.118 1.3 -1.2 -5.3 -0.49
O -0.613 1.388 1.808 0.3 -0.1 -0.6 -0.52
O 1.496 0.537 1.178 -2.6 1.2 -0.3 -0.33
N -1.113 -1.380 0.300 -1.6 2.0 1.6 -0.72
C -0.520 0.285 -1.476 -4.5 3.6 2.2 -0.87
C -0.102 -0.196 -0.106 -1.9 -0.2 0.9 1.40
C 1.420 -0.262 0.019 2.0 -2.7 -2.7 -0.39
C 0.060 0.779 1.043 1.3 0.2 1.7 -0.11
H -2.213 -1.581 -0.635 3.9 1.6 3.6 0.29
H -0.238 -0.855 -3.143 -0.3 0.3 2.7 0.33
H 1.769 0.332 -1.001 0.1 -1.8 2.7 0.24
H -1.721 0.358 -1.268 2.4 0.4 -1.0 0.27
H -0.250 1.469 -1.795 0.2 -3.6 0.3 0.32
H 1.926 -1.322 0.237 -1.0 2.4 -0.9 0.26
H -1.500 -0.756 1.683 0.4 -2.2 -4.8 0.30
```
Forces are in eV/Å.

Values from the calculation:
HOMO level in eV: -9.58
ΔE to the lowest compared entry with this formula, charge and spin in kcal per mole: 210.43
LUMO in Eh: -0.00687
Gap between HOMO and LUMO in Eh: 0.34502
Electronic energy in eV: -11886.153


Entry 2:
The following is a DFT calculation (the ωB97M-V functional and the def2-TZVPD basis) of a structure of composition C4H7NO3 in a non-equilibrium geometry.

```
15
Properties=species:S:1:pos:R:3:forces:R:3:mulliken_charge:R:1
O 1.084 -1.676 1.030 0.3 0.6 -3.2 -0.54
O 1.118 -1.621 -1.284 -0.5 -0.5 0.5 -0.64
O -1.950 1.770 -0.316 3.5 0.7 0.3 -0.49
N 0.010 1.356 1.117 -0.3 -1.6 -2.8 -0.37
C -0.702 1.949 -0.100 -5.2 1.6 0.8 0.13
C 0.228 0.614 -0.123 0.6 -2.4 3.5 -0.21
C -0.683 -0.590 -0.223 -0.9 2.2 -0.1 -0.37
C 0.349 -1.784 -0.229 -1.2 -1.7 -0.4 -0.30
H 1.244 0.528 -0.513 -0.5 0.5 -0.3 0.55
H 0.755 1.938 1.507 0.3 -0.2 -0.7 0.26
H -1.333 -0.600 -1.118 0.7 -0.2 0.3 0.36
H -0.214 2.847 -0.405 0.3 0.8 -0.6 0.44
H 1.579 -1.393 0.143 3.6 0.4 3.1 0.40
H -0.202 -2.736 -0.172 -0.7 0.2 -0.3 0.41
H -1.285 -0.600 0.686 -0.1 -0.2 -0.1 0.37
```
Forces are in eV/Å.

Values from the calculation:
HOMO level in eV: -8.98
ΔE to the lowest compared entry with this formula, charge and spin in kcal per mole: 223.38
LUMO in Eh: -0.15115
Gap between HOMO and LUMO in Eh: 0.17870
Electronic energy in eV: -11885.591


Entry 3:
The following is a DFT calculation (the ωB97M-V functional and the def2-TZVPD basis) of the molecule C4H7NO4 in a non-equilibrium geometry.

```
16
Properties=species:S:1:pos:R:3:forces:R:3:mulliken_charge:R:1
O 1.371 0.789 0.887 1.4 0.5 2.4 -0.40
O -1.475 -1.564 -0.470 -0.4 0.1 1.2 -0.44
O -1.608 -0.260 1.382 -0.2 0.1 0.1 -0.55
O 2.260 -1.207 0.098 -0.7 1.5 1.0 -0.58
N -0.625 1.987 -0.324 2.5 -1.1 0.4 -0.62
C -0.734 0.617 -0.757 0.8 0.1 -1.1 0.22
C 0.703 0.077 -1.166 -1.6 -1.7 0.1 -0.72
C 1.535 -0.233 0.041 1.0 -1.2 -1.1 0.47
C -1.353 -0.388 0.224 0.8 -0.2 -1.4 0.43
H 1.915 0.855 1.730 -0.6 -0.9 -1.6 0.34
H -0.118 2.095 0.572 -0.8 -0.3 -1.0 0.21
H 0.595 -0.885 -1.723 0.1 0.9 0.4 0.30
H 1.273 0.776 -1.754 -0.2 0.5 -0.3 0.40
H -1.342 0.535 -1.706 0.5 0.3 1.0 0.38
H -1.769 -2.197 0.209 0.0 -0.2 -0.3 0.33
H -1.475 2.414 -0.292 -2.7 1.4 0.2 0.24
```
Forces are in eV/Å.

Values from the calculation:
HOMO level in eV: -9.62
ΔE to the lowest compared entry with this formula, charge and spin in kcal per mole: 15.86
LUMO in Eh: 0.01948
SMILES: N[C@@H](CC(=O)O)C(=O)O
Gap between HOMO and LUMO in Eh: 0.37317
Electronic energy in eV: -13941.950